The following is a DFT calculation (ωB97M-V/def2-TZVPD) of C54H42CrO4P3SSi as an isolated structure at a distorted geometry.

XYZ file:
```
106
Properties=species:S:1:pos:R:3
Cr -0.5742 0.0897 -0.2165
C 0.8733 6.1990 0.6496
C 0.2187 6.1416 -0.5955
C -0.1818 4.8934 -1.0608
C 0.5108 3.7311 -0.6363
C 1.4083 3.8413 0.3965
C 1.5074 5.0038 1.1150
P 0.2592 2.0487 -1.3594
C -1.0377 2.1775 -2.6680
C -2.2918 2.4175 -2.1186
C -3.5291 2.2172 -2.8962
C -3.2609 2.3890 -4.3512
C -1.9918 2.2716 -4.8734
C -0.8453 2.1538 -4.0339
C 1.9455 1.8532 -2.0865
C 2.5877 2.8840 -2.8581
C 3.9505 2.6417 -3.1939
C 4.6091 1.4974 -2.7301
C 3.9539 0.5704 -1.9197
C 2.6692 0.8442 -1.4799
Si 1.8228 -0.1834 -0.0903
C 2.4435 0.2894 1.6804
C 3.7660 0.3540 2.1159
C 4.1070 0.6780 3.3944
C 3.0608 1.1215 4.2481
C 1.7124 1.0876 3.9121
C 1.4366 0.6063 2.6296
P -0.2596 0.0406 2.3675
C -0.5158 -1.4091 3.4324
C -1.8574 -1.6959 3.9182
C -2.1001 -2.8459 4.6459
C -0.9147 -3.6505 4.9839
C 0.3661 -3.3602 4.5338
C 0.5321 -2.2313 3.7505
C -1.2275 1.4264 2.8868
C -1.4114 1.7670 4.2371
C -2.1840 2.8836 4.5189
C -2.7914 3.6450 3.5276
C -2.6653 3.2605 2.1992
C -1.9734 2.1139 1.8654
C 2.6004 -1.8885 -0.2006
C 3.9202 -2.2299 0.0952
C 4.3620 -3.5421 -0.1570
C 3.5213 -4.3926 -0.9129
C 2.2184 -4.0789 -1.1719
C 1.7516 -2.8503 -0.7424
P 0.0218 -2.3337 -0.9008
C -0.4401 -2.3172 -2.6787
C 0.5359 -2.3745 -3.6840
C 0.1743 -2.0453 -4.9712
C -1.1961 -1.8507 -5.3429
C -2.1332 -1.7303 -4.3576
C -1.7822 -1.9648 -3.0492
C -1.0410 -3.6104 -0.1501
C -2.3775 -3.3307 0.2773
C -3.1271 -4.3744 0.8203
C -2.5738 -5.5835 1.2298
C -1.2751 -5.8039 0.9567
C -0.5490 -4.9116 0.1439
H 0.8879 7.0382 1.3928
H -0.1424 7.0027 -1.1412
H -0.8415 4.7715 -1.8848
H 2.0413 2.9978 0.7586
H 1.9748 4.9676 2.1116
H -2.3228 2.4404 -1.0071
H -4.3652 2.8152 -2.4994
H -4.1794 2.4017 -4.9728
H -1.8422 2.1184 -5.9331
H 0.1809 2.0671 -4.3960
H 2.1555 3.8821 -2.9383
H 4.4719 3.3462 -3.9121
H 5.6188 1.3531 -3.1361
H 4.3999 -0.4254 -1.9154
H 4.5468 0.2296 1.4015
H 5.1211 0.8165 3.7109
H 3.2760 1.4819 5.2363
H 0.9662 1.4352 4.6257
H -2.6409 -0.9770 3.7081
H -3.1146 -3.1924 4.9359
H -1.0933 -4.6157 5.4844
H 1.2487 -3.9788 4.7521
H 1.4509 -2.0725 3.2329
H -0.9985 1.1763 5.0770
H -2.4360 3.1126 5.5759
H -3.4184 4.5103 3.7909
H -3.2476 3.8380 1.4311
H -1.9695 1.7339 0.8666
H 4.6529 -1.5957 0.5143
H 5.3819 -3.8698 0.1350
H 3.9554 -5.2672 -1.3737
H 1.6237 -4.7602 -1.7564
H 1.5241 -2.7237 -3.3692
H 0.8578 -1.8562 -5.7944
H -1.4709 -1.5960 -6.3765
H -3.1012 -1.3326 -4.5482
H -2.5384 -1.8831 -2.3065
H -2.8602 -2.3279 0.1539
H -4.2176 -4.2833 0.8477
H -3.1793 -6.2385 1.8712
H -0.7443 -6.6827 1.2593
H 0.4430 -5.2187 -0.1553
O -4.9085 -1.1382 -1.3398
S -4.1988 0.1355 -1.1718
O -3.9864 0.7726 -2.7425
O -4.9708 1.0925 -0.5187
O -2.7293 -0.0511 -0.7286
```

- net charge = -1
- Kohn-Sham gap (spin up / spin down) (eV) = 4.98 / 4.95
- E_LUMO (spin up / spin down) (eV) = 2.1472 / 2.1409
- <S²> = 6.091
- 2S+1 = 5